Computed, not measured: a molecular structure, C22H17F5N4O13TeV at a distorted geometry, with the ωB97M-V functional and the def2-TZVPD basis.

Each line ends with the natural charge from an NBO analysis.
Atoms and positions in Å:
V 0.229 1.341 0.212  1.611
O 0.292 0.797 -3.464  -0.572
C 0.876 1.128 -2.464  0.818
O 0.299 1.705 -1.425  -0.673
C 2.352 1.012 -2.280  -0.230
C 3.166 0.844 -3.373  -0.088
C 4.548 0.814 -3.210  -0.048
C 5.117 1.036 -1.971  -0.136
C 4.302 1.224 -0.875  0.006
C 2.888 1.093 -0.969  0.457
O 2.153 0.935 0.098  -0.698
N 4.900 1.610 0.370  0.526
O 4.283 2.455 1.033  -0.396
O 5.978 1.175 0.685  -0.317
N 5.403 0.586 -4.358  0.535
O 6.611 0.593 -4.183  -0.393
O 4.872 0.394 -5.438  -0.387
H 2.722 0.718 -4.349  0.267
H 6.189 1.101 -1.862  0.268
O -2.708 2.497 2.236  -0.710
C -4.068 2.196 2.049  -0.059
C -4.380 0.714 1.812  -0.410
C -3.437 -0.027 0.830  -0.442
C -3.302 0.675 -0.498  0.256
C -4.278 0.455 -1.469  -0.263
C -4.250 1.171 -2.651  -0.155
C -3.267 2.130 -2.817  -0.252
C -2.317 2.275 -1.824  0.079
N -2.291 1.537 -0.712  -0.471
H -2.371 2.094 3.045  0.474
H -4.377 2.778 1.178  0.173
H -4.653 2.546 2.908  0.160
H -5.406 0.659 1.435  0.200
H -4.348 0.188 2.770  0.200
H -3.848 -1.025 0.670  0.214
H -2.453 -0.108 1.266  0.243
H -5.051 -0.280 -1.284  0.213
H -4.989 0.993 -3.423  0.213
H -3.216 2.736 -3.710  0.221
H -1.528 3.005 -1.930  0.214
F 3.760 1.305 3.237  -0.631
Te 2.243 2.022 2.148  2.922
F 1.859 0.032 2.378  -0.666
F 1.794 3.368 0.498  -0.687
F 2.724 3.794 2.814  -0.625
F 1.488 2.036 3.937  -0.646
O 0.321 1.879 1.713  -0.744
O 1.037 -1.349 -0.912  -0.618
C 0.339 -1.388 0.085  0.777
O -0.297 -0.351 0.557  -0.703
C 0.072 -2.678 0.802  -0.034
C -0.767 -2.721 1.910  -0.191
C -1.124 -3.938 2.459  -0.182
C -0.612 -5.102 1.904  0.014
C 0.292 -5.068 0.850  -0.195
C 0.630 -3.847 0.299  -0.177
N -1.047 -6.393 2.426  0.530
O -1.923 -6.400 3.273  -0.384
O -0.518 -7.398 1.985  -0.383
H -1.126 -1.797 2.340  0.242
H -1.797 -4.001 3.301  0.243
H 0.694 -5.995 0.471  0.245
H 1.317 -3.778 -0.533  0.245

Charge: -1
Expectation value of S²: 2.017
Highest occupied orbital energy (alpha / beta) (eV): -6.0323 / -7.4013
Energy above the lowest of the compared OMol25 structures with the same formula, charge and spin (kJ/mol): 613.6
2S+1: 3
Total energy (hartree): -3756.94814
Gap between HOMO and LUMO (alpha / beta) (eV): 7.017 / 7.500